Record 1
Molecular formula: C6H11N
Method: DFT, ωB97M-V/def2-TZVPD

Last column: Mulliken charge in e.
Cartesian coordinates (Å):
C 1.61287 -2.94962 0.77950  -0.2282
N 1.97957 -1.77919 1.08653  -0.4353
C 1.20640 -0.69817 0.60240  -0.0101
C 0.50891 -0.42026 -0.57722  -0.3201
C 0.18782 0.91784 -1.14699  -0.6636
C -1.16994 1.63781 -0.72749  -0.2612
C -1.61599 1.46694 0.72823  -1.2099
H 0.65795 -3.29069 0.29349  0.2226
H 2.32405 -3.80355 1.06330  0.2241
H 0.94359 -0.05142 1.46211  0.2653
H 0.22618 -1.33260 -1.11649  0.2864
H 0.20062 0.82173 -2.32067  0.2896
H 1.03932 1.60968 -0.91189  0.3014
H -1.79984 1.15416 -1.50811  0.2507
H -1.02434 2.68054 -1.01574  0.2873
H -2.65303 1.88580 0.90241  0.2939
H -1.65651 0.40900 0.88785  0.3629
H -0.96762 1.74200 1.51878  0.3442

Results
- Orbital gap: 8.9 eV
- ΔE to the lowest compared entry with this formula, charge and spin: 68.88 kcal per mole
- Molecular weight: 97.2 g/mol
- Structure (SMILES): C=N/C=C/CCC
- Total energy: -289.86192 Ha
- Multiplicity: 1
- HOMO level: -8.369 eV

=====

Record 2
Molecular formula: C15H18GaN2O3S
Method: DFT, ωB97M-V/def2-TZVPD

Last column: Mulliken charge in e.
Cartesian coordinates (Å):
O 2.24338 -1.11121 3.59115  -0.6359
C 1.73634 -0.78544 2.39678  0.1969
C 0.21937 -1.34059 1.99686  0.4185
C -0.99342 -0.56235 2.79332  -0.6371
Ga -2.45436 0.23128 1.53973  0.1539
S -3.91516 1.52455 2.83345  -0.5381
N 2.49753 0.12701 1.41192  -0.3654
C 1.63103 1.40410 1.40756  0.0463
C 1.46739 2.11989 2.91012  -0.2743
C 0.54028 3.46305 3.07079  -0.3446
C -0.20009 4.06220 1.70366  -0.2967
C -0.02936 3.36541 0.19711  -0.3252
C 0.89076 1.98804 0.03940  -0.1115
H 0.03988 -1.35270 0.83596  -0.4247
H 0.20826 -2.47684 2.34209  0.4099
H -1.53985 -1.39581 3.45027  0.2683
H -0.63416 0.26475 3.54011  0.2608
H -1.80722 1.23247 0.47403  -0.0834
H -3.35683 -0.88375 0.81596  -0.3164
H -3.19939 2.64891 3.35629  0.0252
H 3.43264 0.37256 1.85415  0.3774
H 2.00415 1.67264 3.85135  0.2795
H 0.44306 3.93100 4.13913  0.2703
H -0.85562 5.04214 1.89051  0.2412
H -0.55181 3.84230 -0.74100  0.2458
H 0.99553 1.45868 -1.01840  0.2699
C 0.47643 -1.86120 -5.47604  -0.3580
C -0.04305 -0.78362 -4.75695  -0.5632
C -0.33689 -0.92477 -3.39933  -0.1325
C -0.10123 -2.15382 -2.76793  -0.0560
C 0.41299 -3.23954 -3.48922  -0.3752
C 0.70029 -3.08715 -4.84712  -0.4271
N -0.38415 -2.30099 -1.33518  0.9683
O -0.85608 -1.32309 -0.73626  -0.5855
O -0.13118 -3.39267 -0.80577  -0.5874
H 0.70927 -1.74465 -6.53312  0.3575
H -0.21617 0.16825 -5.25449  0.3593
H -0.74119 -0.07545 -2.85293  0.5078
H 0.59608 -4.20046 -3.01291  0.4282
H 1.10260 -3.92313 -5.41503  0.3531

Results
- Orbital gap: 5.5 eV
- Molecular weight: 376.1 g/mol
- Total energy: -3240.14803 Ha
- Charge: -1
- Multiplicity: 1
- HOMO level: -4.093 eV

=====

Record 3
Molecular formula: C3H9NO2
Method: DFT, ωB97M-V/def2-TZVPD

Last column: Mulliken charge in e.
Cartesian coordinates (Å):
C 0.18603 -1.40013 -0.67425  -1.0118
C -1.23691 -0.94560 -1.05723  0.6967
N -1.58784 -1.30125 -2.33769  -0.3807
O -2.12743 -0.47096 -0.43331  -0.5825
H 0.98529 -0.74461 -0.92639  0.3046
H 0.59655 -2.16885 -1.23819  0.4075
H 0.23266 -1.76451 0.52348  0.2125
H -2.47276 -1.03238 -2.59800  0.2024
H -1.05801 -1.83311 -2.97428  0.1542
C 0.72758 1.95056 2.01777  -0.5820
O 2.07844 1.62403 1.93288  -0.5128
H 0.28639 1.99417 1.10819  0.2791
H 0.36183 1.06963 2.56552  0.1888
H 0.51509 2.70737 2.69968  0.3309
H 2.51309 2.31564 1.39179  0.2930

Results
- Orbital gap: 10.8 eV
- ΔE to the lowest compared entry with this formula, charge and spin: 50.55 kcal per mole
- Molecular weight: 91.1 g/mol
- Structure (SMILES): CC(N)=O.CO
- Total energy: -324.89205 Ha
- Multiplicity: 1
- HOMO level: -9.992 eV

=====

Record 4
Molecular formula: C6H10
Method: DFT, ωB97M-V/def2-TZVPD

Last column: Mulliken charge in e.
Cartesian coordinates (Å):
C 0.21765 -2.77435 0.18781  -0.2496
C 0.05618 -1.69570 0.74313  -0.3000
C 0.17798 -0.35070 1.17382  -0.6112
C 0.13705 0.79740 0.09474  0.7592
C 0.68053 0.37288 -1.26963  -1.4918
C -1.30943 1.33396 -0.06320  -1.3402
H 1.03767 -3.45758 0.10796  0.2675
H 1.07564 -1.07941 1.62491  0.1649
H -0.22370 -0.00705 2.12340  0.4282
H 0.74054 1.63079 0.47516  0.2129
H 0.64003 1.20624 -1.98268  0.4170
H 0.09402 -0.45469 -1.68412  0.3413
H 1.71998 0.04214 -1.19071  0.3437
H -1.73380 1.67387 0.88849  0.3765
H -1.33279 2.19323 -0.75180  0.3683
H -1.97755 0.56897 -0.47728  0.3132

Results
- Orbital gap: 9.8 eV
- ΔE to the lowest compared entry with this formula, charge and spin: 85.36 kcal per mole
- Molecular weight: 82.1 g/mol
- Structure (SMILES): C#CCC(C)C
- Total energy: -234.46648 Ha
- Multiplicity: 1
- HOMO level: -8.826 eV

=====

Record 5
Molecular formula: C6H11Cl4GaO2W
Method: DFT, ωB97M-V/def2-TZVPD

Last column: Mulliken charge in e.
Cartesian coordinates (Å):
Ga 0.49252 -0.09245 -0.18236  0.5415
Cl -0.39757 1.13299 -1.84849  -0.3185
C 1.10890 0.92956 1.32501  -0.9851
H 0.96584 0.37917 2.26600  0.3139
H 0.59497 1.89750 1.37793  0.3601
H 2.17525 1.10072 1.15080  0.3171
W -2.61512 2.82869 -1.45685  0.7623
C -1.18801 4.11609 -1.95751  -1.3069
C -3.12315 1.70901 -3.02046  -1.3187
C -4.17037 3.74392 -0.71803  -0.5777
H -3.44757 0.78600 -2.52944  0.3628
H -3.99778 2.02353 -3.59921  0.3182
H -2.36620 1.37795 -3.72032  0.3398
H -0.66663 4.27655 -1.00881  0.3393
H -0.40182 3.82249 -2.64322  0.3320
H -1.52337 5.11987 -2.24783  0.3205
H -4.08613 4.69177 -0.14741  0.2089
H -5.18172 3.28722 -0.74321  0.2081
Cl 3.45992 -4.10995 -0.78779  -0.0973
C 1.79266 -3.71597 -0.31903  0.7320
Cl 0.65478 -4.42195 -1.48413  -0.1022
Cl 1.50413 -4.23351 1.35527  -0.1064
C 1.43202 -2.21070 -0.31963  0.2969
O 2.19842 -1.22591 -0.59110  -0.5302
O 0.16431 -1.97874 -0.01328  -0.4103

Results
- Orbital gap (spin up / spin down): 6.5 / 7.1 eV
- Molecular weight: 510.5 g/mol
- Total energy: -4218.20585 Ha
- Multiplicity: 3
- HOMO level (spin up / spin down): -6.934 / -7.575 eV

=====

Record 6
Molecular formula: C4H8FN2O6P2SZn
Method: DFT, ωB97M-V/def2-TZVPD

Last column: Mulliken charge in e.
Cartesian coordinates (Å):
N 2.03529 -1.89185 0.95231  -0.4372
P 0.59763 -1.97132 0.32941  0.2688
C 0.05810 -0.24829 -0.34676  0.9187
C 0.13433 0.81963 0.78654  -0.7184
C 1.53493 1.38824 0.84968  0.2694
O 2.39576 0.89699 1.52460  -0.4607
O 1.69048 2.46662 0.05325  -0.3625
C 1.31819 0.03096 -1.49358  0.3082
O 2.23848 -0.71380 -1.31585  -0.4332
O 1.02264 0.95198 -2.17760  -0.3971
N -1.13809 -0.20791 -0.99417  0.2342
F -1.13039 -1.23374 -1.92081  -0.1909
P -2.74528 -0.04588 -0.29016  0.3780
O -2.75160 -0.79940 1.09616  -0.4252
O -2.70268 1.45310 0.12694  -0.4480
S -4.06219 -0.62274 -1.51164  -0.2413
H 2.05669 -2.05042 1.95661  0.3040
H 0.49154 -2.83857 -0.74805  0.1915
H -0.37218 -2.32648 1.25999  0.1389
H -0.57772 1.60816 0.62652  0.5949
H -0.02666 0.34993 1.74774  0.4235
H 2.28527 2.14557 -0.67305  0.2848
H -3.03967 -1.70991 0.93471  0.3637
H -3.19372 1.60056 0.94896  0.3643
Zn 3.88083 2.94858 -1.72179  0.0717

Results
- Orbital gap: 3.3 eV
- Molecular weight: 358.5 g/mol
- Total energy: -3677.80304 Ha
- Charge: +1
- Multiplicity: 1
- HOMO level: -11.673 eV